Here is a molecular structure, C6H12O from OMol25. Energies are from wB97M-V/def2-TZVPD.

Last column: Mulliken charge in e.
Element x y z (Å)
1 C -0.2232 -1.6926 -1.6352  -1.09
2 C 0.1185 -1.8405 -0.1493  -0.35
3 C -0.2637 -0.6002 0.6188  -0.15
4 C 0.6771 0.3667 1.0522  -0.16
5 C 0.2299 1.7006 1.2729  -0.83
6 C -0.2498 2.0559 -0.3926  -0.41
7 O -1.0031 1.1136 -0.8491  -0.67
8 H -1.2970 -1.5441 -1.7747  0.29
9 H 0.2678 -0.8139 -2.0576  0.29
10 H 0.0855 -2.5914 -2.1791  0.38
11 H -0.4014 -2.7118 0.2664  0.28
12 H 1.1948 -2.0220 -0.0303  0.28
13 H -1.3109 -0.3719 0.7874  0.36
14 H 0.2126 -0.6494 1.8236  0.14
15 H 1.7300 0.1418 0.8826  0.34
16 H 0.9644 2.3998 1.6744  0.37
17 H -0.7366 1.7799 1.7701  0.29
18 H -0.7239 3.0397 -0.1881  0.35
19 H 0.7290 2.2396 -0.8926  0.28

Forces on the atoms, in the same order (eV/Å):
C 0.0 0.0 -0.1
C 0.1 -0.1 0.1
C 0.1 0.0 -0.1
C -0.1 0.0 -0.3
C 0.0 0.0 0.3
C 0.1 0.3 0.0
O 0.0 0.0 0.0
H 0.1 0.0 0.0
H -0.1 -0.1 0.0
H 0.0 0.1 0.1
H 0.1 0.1 -0.1
H -0.1 0.0 0.0
H 0.1 0.0 0.0
H 0.0 -0.1 0.1
H -0.2 0.0 0.0
H -0.1 -0.1 -0.1
H 0.1 0.0 -0.1
H 0.1 -0.2 0.0
H -0.2 -0.1 0.0

- total charge = 0
- lowest unoccupied orbital energy (eV) = 0.673
- orbital gap (eV) = 8.64
- calculated total energy (eV) = -8460.004
- energy above the lowest of the compared OMol25 structures with the same formula, charge and spin (kJ/mol) = 419.7